Entry 1:
ORCA calculation (ωB97M-V/def2-TZVPD) on a cluster of 6 separate species, C14H18Br3Cl3O12 in total in a non-equilibrium geometry.

Its frontier orbital gap (alpha / beta) is 7.7521 / 3.6644 eV. The LUMO energy (alpha / beta) comes out at -0.1756 / -0.3258 hartree. The highest occupied orbital energy (alpha / beta) comes out at -12.5 / -12.5 eV. The energy is -10549.3348 hartree. The largest force on an atom comes out at 6.408 eV Å⁻¹.

ORCA input file:
```
! wB97M-V def2-TZVPD RIJCOSX def2/J DEFGRID3
* xyz 1 2
C 18.140 15.700 19.415
Br 19.717 16.936 19.754
Br 16.914 15.600 21.026
Br 18.548 13.857 18.674
H 17.471 16.088 18.646
C 17.563 18.561 16.253
Cl 16.329 19.785 15.606
Cl 18.630 19.285 17.448
Cl 18.431 17.902 14.817
H 16.976 17.712 16.604
C 20.925 20.873 22.860
C 19.681 21.269 23.662
O 18.738 20.286 23.322
C 19.370 19.311 22.630
O 18.700 18.432 22.104
O 20.603 19.521 22.478
H 21.817 20.854 23.487
H 21.077 21.544 22.015
H 19.391 22.304 23.482
H 19.807 21.081 24.728
C 21.178 15.921 15.448
C 21.317 16.740 16.696
O 21.929 15.817 17.602
C 22.292 14.694 16.958
O 23.077 13.799 17.358
O 21.615 14.672 15.897
H 21.809 16.273 14.632
H 20.125 15.809 15.187
H 20.353 16.811 17.198
H 21.716 17.749 16.583
C 15.668 20.003 19.490
C 14.160 20.269 19.380
O 13.736 18.917 19.206
C 14.708 18.041 19.198
O 14.662 16.799 19.080
O 15.833 18.635 19.194
H 16.039 20.208 20.495
H 16.272 20.678 18.884
H 13.854 20.846 18.507
H 13.638 20.713 20.227
C 16.477 9.996 16.922
C 17.257 11.199 16.907
O 18.239 10.843 17.924
C 18.395 9.510 17.888
O 19.166 8.957 18.598
O 17.366 8.901 17.259
H 16.052 9.857 15.928
H 15.634 10.003 17.613
H 16.708 12.050 17.309
H 17.783 11.388 15.971
*
```

Entry 2:
ORCA calculation (ωB97M-V/def2-TZVPD) on a cluster of 2 separate species, C14H18ClN2 in total in a non-equilibrium geometry.

Its frontier orbital gap is 4.6870 eV. The LUMO energy comes out at -0.2098 hartree. The highest occupied orbital energy comes out at -10.4 eV. The energy is -1113.6310 hartree. The relative energy (zero: lowest compared OMol25 entry of this formula, charge and spin) is 0.0 kJ/mol. The largest force on an atom comes out at 2.623 eV Å⁻¹.

ORCA input file:
```
! wB97M-V def2-TZVPD RIJCOSX def2/J DEFGRID3
* xyz 1 1
C -0.868 -1.315 1.490
N -0.395 0.029 1.236
C -1.369 1.084 1.400
N 0.833 0.345 1.759
C 1.911 0.006 1.144
H -1.748 -1.464 0.854
H -0.088 -2.033 1.215
H -1.167 -1.492 2.539
H -2.222 0.831 0.763
H -1.716 1.207 2.439
H -0.921 2.026 1.068
H 2.874 0.237 1.614
H 1.915 -0.450 0.135
Cl 1.491 -4.388 7.102
C 0.454 -3.140 6.567
C 0.805 -1.799 6.790
C -0.044 -0.785 6.365
C -1.264 -1.082 5.701
C -2.153 -0.036 5.297
C -3.435 -0.275 4.572
C -4.096 1.143 4.438
C -3.107 2.051 5.111
C -2.020 1.341 5.589
C -1.586 -2.451 5.479
C -0.741 -3.466 5.908
H 1.737 -1.564 7.296
H 0.221 0.256 6.544
H -3.273 -0.728 3.583
H -4.103 -0.963 5.108
H -4.259 1.386 3.378
H -5.086 1.139 4.916
H -3.276 3.124 5.202
H -1.172 1.748 6.138
H -2.522 -2.706 4.980
H -0.998 -4.507 5.738
*
```

Entry 3:
ORCA calculation (ωB97M-V/def2-TZVPD) on an isolated molecule of C14H18ClN3OS in a non-equilibrium geometry.

Its frontier orbital gap is 9.2537 eV. As for the SMILES: O=C1N[C@H](SCc2cccnc2)N[C@H]2[C@@H](Cl)CCC[C@@H]12. The LUMO energy comes out at 0.0188 hartree. The highest occupied orbital energy comes out at -8.7 eV. The energy is -1642.1726 hartree. The relative energy (zero: lowest compared OMol25 entry of this formula, charge and spin) is 0.0 kJ/mol. The largest force on an atom comes out at 3.529 eV Å⁻¹.

ORCA input file:
```
! wB97M-V def2-TZVPD RIJCOSX def2/J DEFGRID3
* xyz 0 1
O 1.379 -1.563 -1.042
Cl 1.044 1.617 1.865
N -2.587 -3.944 -0.042
S -2.910 0.441 -0.703
C 0.836 -0.471 -0.972
C -1.648 -4.211 0.886
C -3.232 -2.765 -0.059
C -1.295 -3.287 1.914
C -1.954 -2.065 1.951
C -2.853 -1.776 0.907
N -0.471 -0.520 -0.599
N -0.686 1.852 -0.916
C -3.539 -0.419 0.798
C -1.186 0.657 -0.181
C 3.558 1.426 -0.198
C 2.885 2.740 0.177
C 2.968 0.902 -1.546
C 1.376 2.617 0.404
C 1.444 0.844 -1.543
C 0.749 2.060 -0.910
H -1.150 -5.196 0.890
H -3.994 -2.550 -0.796
H -0.577 -3.594 2.706
H -1.684 -1.351 2.729
H -0.774 -1.435 -0.257
H -1.051 1.743 -1.870
H -3.299 0.180 1.706
H -4.630 -0.562 0.740
H -1.114 0.780 0.905
H 4.624 1.582 -0.312
H 3.462 0.710 0.629
H 3.385 3.187 1.052
H 3.086 3.467 -0.600
H 3.410 -0.062 -1.768
H 3.310 1.608 -2.336
H 0.999 3.651 0.615
H 1.134 0.850 -2.580
H 0.985 2.856 -1.644
*
```

Entry 4:
ORCA calculation (ωB97M-V/def2-TZVPD) on a structure of composition C14H18I2IrN3 in a non-equilibrium geometry.

Its frontier orbital gap is 5.2639 eV. The LUMO energy comes out at -0.3364 hartree. The highest occupied orbital energy comes out at -14.4 eV. The energy is -1407.7308 hartree. The relative energy (zero: lowest compared OMol25 entry of this formula, charge and spin) is 34.6 kJ/mol. The largest force on an atom comes out at 1.889 eV Å⁻¹.

ORCA input file:
```
! wB97M-V def2-TZVPD RIJCOSX def2/J DEFGRID3
* xyz 2 1
Ir 0.138 -0.021 0.025
N 0.143 2.249 0.061
C 1.212 2.712 0.983
C 2.357 1.732 0.881
N 1.840 0.372 1.209
H 0.341 2.562 -0.889
H -0.752 2.670 0.296
H 0.810 2.728 1.996
H 1.556 3.718 0.744
H 3.176 2.019 1.541
H 2.734 1.703 -0.143
H 1.590 0.337 2.197
H 2.586 -0.312 1.081
N -0.787 -1.264 1.501
C 0.143 -1.992 2.332
C 0.080 -1.847 3.711
C 0.938 -2.577 4.517
C 1.851 -3.445 3.931
C 1.907 -3.573 2.551
C 1.065 -2.831 1.724
C 1.165 -2.896 0.254
C 1.542 -4.096 -0.364
C 1.743 -4.173 -1.729
C 1.590 -3.038 -2.517
C 1.202 -1.848 -1.918
C 0.941 -1.786 -0.553
H -1.460 -0.740 2.053
H -1.287 -1.891 0.864
H -0.658 -1.185 4.153
H 0.888 -2.475 5.592
H 2.526 -4.017 4.552
H 2.639 -4.236 2.110
H 1.654 -4.982 0.247
H 2.034 -5.112 -2.180
H 1.762 -3.076 -3.584
H 1.102 -0.964 -2.545
I -1.929 -0.192 -1.586
I -2.620 -2.968 -1.216
*
```

Entry 5:
ORCA calculation (ωB97M-V/def2-TZVPD) on a structure of composition C14H18InO20S4 in a non-equilibrium geometry.

Its frontier orbital gap is 4.6001 eV. The LUMO energy comes out at -0.3014 hartree. The highest occupied orbital energy comes out at -12.8 eV. The energy is -3831.4300 hartree. The relative energy (zero: lowest compared OMol25 entry of this formula, charge and spin) is 0.0 kJ/mol. The largest force on an atom comes out at 2.302 eV Å⁻¹.

ORCA input file:
```
! wB97M-V def2-TZVPD RIJCOSX def2/J DEFGRID3
* xyz 1 1
In 0.659 2.575 3.796
C 1.649 -0.185 -0.481
C 1.204 0.254 0.801
C -0.331 0.603 0.858
O -0.755 1.360 1.700
C -1.161 -0.063 -0.107
C -0.660 -0.777 -1.211
C 0.822 -0.770 -1.468
O 1.298 -1.152 -2.516
O -1.442 -1.485 -1.831
O 1.853 0.643 1.741
H 2.701 -0.067 -0.716
H -2.194 -0.312 0.113
C 5.175 -1.049 2.773
C 4.155 -1.957 3.461
O 4.176 -1.490 4.811
S 4.183 0.113 4.813
O 5.021 0.576 5.858
O 2.872 0.708 4.748
O 4.990 0.233 3.364
H 4.892 -1.003 1.721
H 6.209 -1.351 2.921
H 4.474 -2.994 3.432
H 3.138 -1.840 3.086
C 4.468 -0.681 -4.087
C 4.886 -0.577 -5.554
O 4.199 -1.663 -6.188
S 3.615 -2.754 -5.172
O 4.157 -4.043 -5.478
O 2.186 -2.557 -5.100
O 4.330 -2.081 -3.914
H 3.510 -0.161 -3.978
H 5.150 -0.413 -3.283
H 5.949 -0.767 -5.729
H 4.679 0.354 -6.076
C -4.830 -0.335 4.030
C -4.494 -0.592 2.557
O -3.986 0.674 2.082
S -4.017 1.831 3.211
O -5.232 2.594 3.135
O -2.787 2.553 3.215
O -4.107 0.814 4.447
H -4.520 -1.236 4.563
H -5.885 -0.272 4.297
H -5.266 -0.858 1.829
H -3.716 -1.335 2.356
C -5.110 1.166 -1.322
C -3.660 1.551 -1.658
O -3.633 2.507 -2.692
S -5.148 2.941 -3.140
O -5.530 2.329 -4.374
O -5.243 4.360 -2.994
O -5.928 2.185 -1.909
H -5.298 1.216 -0.250
H -5.350 0.148 -1.624
H -3.193 0.668 -2.104
H -3.122 1.861 -0.760
*
```